(1)
Molecular formula: C20H17N3O5S
Method: DFT, ωB97M-V with the def2-TZVPD basis set

Each line ends with the Löwdin charge.
CARTESIAN COORDINATES (ANGSTROEM)
1 H -0.33346 1.53853 1.95713  0.103
2 N -1.00948 1.64689 0.00162  -0.037
3 C 0.19440 -3.18187 0.79611  -0.147
4 H 6.16409 2.46760 1.08401  0.102
5 H -4.36183 -1.20885 -1.65757  0.118
6 H 6.98417 0.19517 0.55666  0.102
7 H 1.00518 -0.23059 0.64846  0.166
8 N -2.08055 1.00773 -1.80584  0.046
9 H -4.70606 0.99874 -1.49602  0.070
10 C -2.15874 1.74287 -0.72925  -0.638
11 H 1.88899 -0.04768 -2.27160  0.152
12 C 5.08151 -0.49938 -0.10974  -0.002
13 H -2.55479 -0.42154 2.15576  0.137
14 C -3.55493 -0.69967 0.25993  -0.181
15 C -4.82776 1.36262 -0.48033  -0.342
16 H -2.59579 -2.84491 -2.20581  0.124
17 H 5.41731 -1.49167 -0.36491  0.120
18 H -1.58466 2.76804 1.63009  0.071
19 H 1.24020 -2.89828 0.60911  0.133
20 O -0.48811 -3.31863 -0.43287  0.038
21 O -0.44280 -2.18442 1.57012  0.026
22 C -0.24285 0.79061 -0.73178  -0.248
23 C 5.48717 1.72091 0.69931  -0.092
24 H 0.09501 3.02842 1.09369  0.101
25 H 0.16861 -4.14079 1.34019  0.144
26 H 1.05375 -1.45560 -1.57276  0.129
27 C -1.56627 -1.82874 0.86901  -0.200
28 O 2.92118 -1.14759 -0.85396  -0.019
29 O 1.94796 1.43281 -0.10613  0.012
30 C 3.74387 -0.18697 -0.31764  -0.197
31 O -5.07901 0.41399 1.69107  0.096
32 C 5.94703 0.44800 0.40108  -0.091
33 C -2.55079 -0.94025 1.21102  0.071
34 C 1.71499 -0.61866 -1.35122  -0.108
35 C -0.68793 2.28428 1.24408  -0.011
36 C -4.57327 0.32811 0.59800  -0.445
37 H 3.76989 3.01486 0.75442  0.118
38 N -0.88532 0.41100 -1.80257  0.109
39 S -3.55024 2.65144 -0.20756  1.006
40 C -2.58735 -2.31574 -1.26916  0.022
41 C -3.56733 -1.38347 -0.95020  -0.035
42 C -1.58267 -2.50993 -0.35160  -0.208
43 C 3.27389 1.08436 0.01968  -0.186
44 C 1.09951 0.31669 -0.30803  -0.213
45 C 4.15477 2.03597 0.51637  -0.003
46 H -5.78149 1.86556 -0.33040  0.087

Calculated values
energy relative to the best compared isomer or geometry (same formula, charge and spin): 2.403 eV
SMILES: Cn1c(SCC(=O)c2ccc3c(c2)OCO3)nnc1[C@H]1COc2ccccc2O1

=====

(2)
Molecular formula: C4H12Cl4O4Zn
Method: DFT, ωB97M-V with the def2-TZVPD basis set

Each line ends with the Löwdin charge.
CARTESIAN COORDINATES (ANGSTROEM)
1 Cl 3.49863 -0.47211 2.77239  -0.404
2 H 2.22055 1.89936 0.84269  0.093
3 C 0.82456 1.84260 -0.47697  -0.237
4 H -0.17948 1.43442 -0.53719  0.111
5 H -3.17151 -0.16549 -0.43884  0.114
6 C -2.67310 -1.14071 -0.49074  -0.250
7 C 1.47093 1.77719 -1.86833  -0.258
8 H 2.54020 2.01154 -1.80912  0.110
9 H -1.31018 0.21779 1.59453  0.019
10 C -1.68043 -1.43024 0.62294  -0.288
11 H 0.74220 2.91603 -0.24034  0.116
12 H -1.52395 -1.94749 -1.85420  0.079
13 H -3.52321 -1.84074 -0.46032  0.103
14 Cl 0.47199 -2.56050 2.94102  -0.322
15 O 1.55437 1.25771 0.58402  -0.209
16 O -2.07573 -1.16073 -1.78598  -0.084
17 H -1.06943 -2.28772 0.34154  0.087
18 Cl 1.94905 -1.68202 -0.49172  -0.098
19 Cl 0.05305 1.22731 3.42251  -0.411
20 O -0.82591 -0.38259 1.00404  -0.232
21 H 0.95883 2.50207 -2.50259  0.103
22 O 1.23280 0.50485 -2.45776  -0.153
23 H 1.55420 -0.18721 -1.83605  -0.107
24 H -2.29791 -1.74687 1.47258  0.112
25 Zn 1.25948 -0.58647 1.65189  0.009

Calculated values
energy relative to the best compared isomer or geometry (same formula, charge and spin): 0.000 eV
total charge: -2

=====

(3)
Molecular formula: C3BrF5O
Method: DFT, ωB97M-V with the def2-TZVPD basis set

Each line ends with the Löwdin charge.
CARTESIAN COORDINATES (ANGSTROEM)
1 Br -1.49216 -0.87461 -1.45694  0.847
2 F -1.14576 2.04724 -1.48454  0.051
3 O 1.99903 -0.60674 0.88810  0.204
4 C -1.51990 1.61956 -0.23619  -0.805
5 F -0.77619 2.25256 0.68393  0.131
6 F -2.79349 1.98874 -0.16256  0.142
7 F 1.55853 -2.58103 -0.08657  0.155
8 C -1.45662 0.14660 0.03693  -0.351
9 C 2.26569 -1.72654 0.65418  -0.546
10 F 3.36087 -2.26578 1.16367  0.171

Calculated values
energy relative to the best compared isomer or geometry (same formula, charge and spin): 0.000 eV

=====

(4)
Molecular formula: C27H54BN2O8
Method: DFT, ωB97M-V with the def2-TZVPD basis set

Each line ends with the Löwdin spin population.
CARTESIAN COORDINATES (ANGSTROEM)
1 H 3.89206 -0.84249 -6.67604  0.001
2 H 1.50459 0.45088 -0.56911  0.000
3 H -0.30432 -2.85097 5.19019  0.000
4 H -5.82392 -5.90393 2.93189  0.000
5 C 0.90279 -1.13068 4.87699  0.000
6 C -2.26487 -4.74509 4.27586  0.000
7 H -2.64151 2.18154 2.05758  -0.001
8 H 4.73929 -0.73625 -4.24899  0.000
9 C 0.40628 4.76239 0.94289  0.001
10 H -0.96987 -6.30278 3.70839  0.000
11 H 1.57948 -0.90321 4.05073  0.000
12 H 3.13229 3.17046 0.85941  0.000
13 H 2.60215 -1.29476 -4.53457  0.000
14 O 1.19038 -3.34973 3.83610  0.000
15 C 2.03848 4.14156 -6.08083  -0.001
16 H -0.14004 3.31735 4.29247  0.000
17 H -2.17725 2.80167 3.62794  0.000
18 C 0.25245 -3.45305 2.78884  0.000
19 C 2.69699 0.67354 -7.64731  0.001
20 H 5.45985 0.83276 -4.57317  -0.001
21 H 0.01170 2.03350 -6.68644  0.000
22 H 1.83770 4.51064 -5.07458  0.000
23 H -0.47639 -2.63664 2.86888  0.000
24 O -4.13828 -3.45080 4.25575  0.000
25 O -0.34136 -4.69434 2.67857  0.000
26 H 3.33972 2.70668 -7.83449  0.002
27 H -7.38114 -4.84471 1.53916  0.000
28 C -0.80174 4.18314 1.67820  0.014
29 H 3.02255 1.41334 0.91693  0.000
30 C 1.36709 1.49130 -0.86685  -0.001
31 H 1.42500 -0.39491 -5.43731  0.000
32 C 1.14875 2.38719 0.34552  0.026
33 H -2.73588 -3.24810 2.68426  0.000
34 C 4.54385 0.33507 -4.26054  -0.001
35 O -6.49287 -3.45154 2.60811  0.000
36 H 0.09106 2.97416 -5.19996  0.000
37 H 0.75357 1.90647 3.75544  0.001
38 H 1.81076 0.07819 -3.77560  0.001
39 H 2.36504 2.35380 2.20923  0.001
40 H 0.51518 1.30040 -5.17561  0.001
41 H 0.08102 3.76342 -0.92233  0.002
42 H 1.34360 -0.77504 5.80496  0.000
43 H 1.64989 2.47335 -8.22287  0.001
44 H 4.70801 0.69160 -6.89283  0.002
45 H -2.24019 -4.59957 5.37344  0.000
46 H 4.31292 0.64731 -3.24094  0.000
47 N 3.00764 2.07648 -5.10432  0.364
48 O -0.32638 -0.43955 4.77322  0.000
49 H 1.76664 0.11480 -7.51281  0.000
50 H -1.68160 1.18549 3.15288  0.000
51 O 4.08391 2.80028 -5.08921  0.542
52 H 0.79942 -3.29241 1.86202  0.000
53 H 2.97860 4.57214 -6.42119  -0.001
54 H 1.25637 3.54184 3.28700  0.000
55 H -1.09041 4.84119 2.50033  0.001
56 H 1.31210 -3.04557 5.82727  0.000
57 B -4.48525 -4.88466 4.52745  0.000
58 H 1.75407 4.19691 -0.64928  0.001
59 C 3.37644 0.62620 -5.19634  0.026
60 H 0.53966 1.53655 -1.57378  0.000
61 C 3.74743 0.23870 -6.62674  0.015
62 H -8.45165 -3.57283 2.22751  0.000
63 C 2.23093 -0.28633 -4.71422  0.002
64 H -0.80636 -0.72046 3.99147  0.000
65 N 0.01611 1.87660 1.17499  0.359
66 H 1.22854 4.95959 1.63676  0.000
67 C -7.72708 -4.35311 2.43919  0.000
68 H 2.26730 1.81515 -1.39278  0.000
69 C -0.54236 2.78243 2.23023  0.026
70 C 2.04690 2.61748 -6.11332  0.027
71 H -2.37244 -2.52197 4.22523  0.000
72 H 3.05000 0.44624 -8.65523  0.001
73 H -6.42672 -6.03719 4.63924  0.000
74 C 0.86222 3.80547 -0.15614  0.016
75 H -1.65370 4.15476 0.99132  0.002
76 C -0.87794 -5.23290 3.88117  0.000
77 C 0.59271 2.19831 -5.77822  0.002
78 C -6.82072 -4.25428 3.65280  0.000
79 O -0.94003 1.46501 0.40136  0.548
80 H 1.24786 4.50223 -6.73960  0.000
81 H -0.20426 -5.12552 4.72765  0.000
82 H 0.13906 5.72430 0.49981  0.001
83 C -2.82365 -3.41664 3.76759  0.000
84 C 0.74867 -2.64955 4.98701  0.000
85 C -5.91540 -5.41785 3.90296  0.000
86 C 2.48362 2.33649 1.13153  0.002
87 C 2.43459 2.17290 -7.52651  0.016
88 C 0.39801 2.89007 3.44706  0.002
89 O -3.30539 -5.64383 4.04379  0.000
90 H -7.27148 -3.77890 4.52082  0.000
91 H -4.60597 -4.97607 5.77454  0.000
92 C -1.83486 2.19895 2.78814  -0.001

Calculated values
total charge: -1
spin multiplicity: 3
energy: -1797.302136 hartree

=====

(5)
Molecular formula: C4H5NO2S
Method: DFT, ωB97M-V with the def2-TZVPD basis set

Each line ends with the Löwdin charge.
CARTESIAN COORDINATES (ANGSTROEM)
1 H 0.22522 0.44292 2.78301  0.124
2 N -2.65501 -0.75834 1.27805  0.155
3 H -1.27171 -0.85790 -1.95370  0.060
4 H 1.21319 1.20803 0.11343  0.013
5 H 1.76521 0.91016 -1.65449  0.131
6 C -0.12124 -0.73361 1.14077  -0.695
7 S 0.69984 -1.70960 -0.03471  1.065
8 C 0.95165 1.01337 -0.82634  -0.061
9 C 0.14564 -0.27441 -0.84145  -0.617
10 O -0.52420 -0.33193 -2.09115  0.000
11 H 0.48342 1.89236 -1.19844  0.072
12 O 0.58490 -0.10718 2.09246  0.028
13 C -1.49690 -0.69387 1.19258  -0.275

Calculated values
energy relative to the best compared isomer or geometry (same formula, charge and spin): 4.672 eV